Here is a cluster of 9 separate species, C36H99N9O9 in total from the OMol25 dataset. Energies are from ωB97M-V/def2-TZVPD.

Structure (XYZ):
```
153
Properties=species:S:1:pos:R:3:forces:R:3:lowdin_charge:R:1
C -16.990703 11.848284 -0.200096 -0.864 1.068 -0.004 -0.037
C -16.426036 12.981796 0.659985 0.181 -1.723 3.012 -0.448
C -15.959760 12.445794 2.071170 -1.347 0.239 -0.206 -0.160
O -17.155786 12.189586 2.860527 0.667 -0.783 -0.503 -0.256
C -16.861425 11.992038 4.272286 0.227 0.669 -1.969 -0.055
N -15.321012 13.671159 0.095604 0.619 0.387 -1.396 0.051
H -17.478035 12.348616 -1.036918 -0.287 -0.117 -0.241 0.071
H -17.770137 11.346084 0.372952 0.090 -0.321 -0.170 0.074
H -16.291803 11.152073 -0.663707 0.343 -0.006 0.556 0.085
H -17.181867 13.715098 0.941197 -0.307 -0.031 -0.539 0.100
H -15.346543 13.173204 2.603089 0.002 0.452 -0.108 0.113
H -15.323009 11.570208 1.944668 -0.171 -0.483 0.066 0.124
H -16.316112 12.921434 4.436439 0.012 -0.127 1.424 0.078
H -16.225514 11.118721 4.417315 0.030 -0.023 0.086 0.087
H -17.812085 11.869685 4.791320 0.215 0.269 0.032 0.091
H -15.595381 13.706356 -0.875777 0.119 0.889 -0.687 0.058
H -14.565272 13.008427 -0.003112 0.621 -0.179 0.419 0.085
C -11.377688 21.613847 -5.440651 0.206 1.271 0.289 -0.055
C -11.116609 21.211567 -3.989338 -0.203 -1.540 -2.082 -0.433
C -11.804803 22.119306 -3.017623 -1.155 0.837 1.475 -0.201
O -11.889440 23.542107 -3.278583 1.662 -0.155 0.325 -0.188
C -10.625935 24.174981 -2.979304 0.694 0.322 0.014 -0.106
N -11.631524 19.853980 -3.841214 -0.349 -0.801 1.132 0.022
H -12.418018 21.438363 -5.714567 -0.216 -0.048 0.260 0.073
H -10.789418 21.087035 -6.191985 0.303 0.109 0.268 0.081
H -11.236946 22.694462 -5.464329 0.214 0.096 -0.748 0.068
H -10.060721 21.042725 -3.777966 0.210 0.816 -0.063 0.142
H -11.444843 21.927436 -2.006825 0.543 0.226 0.119 0.129
H -12.849114 21.836909 -2.884316 -0.274 -0.234 -0.601 0.109
H -9.777126 23.635450 -3.399461 -0.103 -0.271 -0.153 0.086
H -10.371089 24.364478 -1.936593 -0.652 -0.968 0.662 0.084
H -10.483157 25.207510 -3.298040 -1.007 -0.041 -1.012 0.083
H -11.150632 19.204649 -4.447189 0.428 0.118 -0.016 0.073
H -12.596414 19.752921 -4.122074 -0.327 0.282 0.111 0.061
C -18.888452 21.712242 -6.689127 1.305 1.420 0.464 -0.020
C -18.354874 22.204671 -5.348115 -0.882 -3.020 1.587 -0.340
C -17.934757 23.782275 -5.289515 -0.721 1.344 0.731 -0.090
O -17.465439 24.362905 -4.122071 -2.028 -1.015 -0.879 -0.081
C -16.290252 23.891069 -3.607472 2.819 -0.820 0.000 -0.069
N -19.332733 21.911714 -4.305806 1.182 2.863 -1.531 0.245
H -18.015291 21.630120 -7.336391 -0.308 0.267 -0.445 0.097
H -19.521474 22.562712 -6.942275 -0.580 -0.671 -1.073 0.097
H -19.318906 20.711641 -6.649341 -0.399 0.390 0.251 0.108
H -17.481568 21.598119 -5.108269 0.708 0.448 0.357 0.147
H -18.861949 24.336187 -5.436491 0.019 -0.119 -0.629 0.148
H -17.254932 23.853702 -6.138530 0.268 -0.084 -0.102 0.164
H -15.447306 24.311076 -4.156236 0.220 0.539 0.124 0.117
H -16.120066 22.834830 -3.815993 -0.466 -0.464 0.263 0.088
H -16.156279 24.077781 -2.541978 -0.442 0.212 -0.190 0.121
H -20.262689 22.121359 -4.639453 -0.773 -0.783 -0.101 0.133
H -19.183198 22.583123 -3.566241 0.154 -0.545 1.253 0.125
C -20.112877 14.798278 0.354714 0.526 -0.358 -1.874 -0.079
C -20.393972 14.199037 1.692114 1.410 1.119 -0.625 -0.441
C -20.656441 12.755324 1.606189 -2.250 -1.694 -0.249 -0.178
O -21.613200 12.379471 0.555586 1.088 0.426 0.678 -0.218
C -23.028649 12.725154 0.580835 2.104 -0.438 -0.624 -0.074
N -19.191381 14.447764 2.540474 -1.490 1.325 0.772 0.078
H -19.359981 14.197372 -0.155341 0.218 -0.183 -0.175 0.073
H -19.709905 15.810499 0.321187 -0.263 0.136 0.596 0.060
H -20.991780 14.740272 -0.287375 -0.065 0.112 -0.052 0.083
H -21.348857 14.674877 1.915429 0.335 0.389 1.546 0.132
H -21.084016 12.424069 2.552524 0.019 -0.107 0.360 0.125
H -19.742427 12.174784 1.481029 -0.074 -0.014 -0.542 0.114
H -23.179094 12.466700 -0.467339 -1.172 -0.132 0.252 0.091
H -23.241913 13.789466 0.680077 0.112 0.106 0.367 0.072
H -23.551521 12.103847 1.307937 -0.229 0.123 -0.124 0.085
H -19.451673 14.495904 3.515175 0.086 -0.058 0.162 0.075
H -18.412651 13.808741 2.467597 -0.401 -0.627 -0.284 0.027
C -15.968394 14.991946 10.174727 -0.908 0.500 0.656 -0.086
C -15.613973 14.559172 8.781398 -0.032 -0.363 0.170 -0.439
C -15.659151 15.734598 7.757506 -0.351 0.893 0.990 -0.132
O -16.827522 16.657460 7.797153 0.687 -2.299 -0.605 -0.199
C -16.986777 17.323553 6.547078 -0.936 1.112 1.138 -0.130
N -14.262151 13.979955 8.892451 0.476 0.513 -0.325 0.020
H -15.331894 15.761747 10.611041 0.132 0.106 -0.343 0.087
H -15.952062 14.157795 10.876174 0.117 -0.220 -0.114 0.076
H -16.999534 15.345272 10.171191 -0.027 0.214 0.108 0.079
H -16.289796 13.726843 8.584965 -0.571 0.269 -0.751 0.125
H -15.533343 15.397926 6.728468 0.181 -0.100 0.050 0.105
H -14.845676 16.374223 8.099908 0.546 -0.105 -0.489 0.123
H -16.488296 18.288653 6.637669 0.809 -0.110 -0.655 0.085
H -18.020186 17.665553 6.490570 -0.365 -0.398 0.085 0.078
H -16.803145 16.767584 5.627677 0.524 -0.181 0.220 0.075
H -14.296563 13.204238 9.538347 -0.022 0.042 0.172 0.067
H -13.852098 13.607850 8.047763 -0.261 0.122 -0.358 0.063
C -17.140208 18.630218 2.351965 0.644 0.174 -0.777 -0.056
C -16.826864 17.709858 1.144381 -1.894 1.334 1.230 -0.434
C -16.006038 18.426881 0.092169 1.152 0.176 -0.551 -0.170
O -16.740339 19.286097 -0.877474 1.779 -1.337 0.331 -0.167
C -15.892029 19.600128 -2.002519 -0.368 0.401 0.050 -0.119
N -16.323341 16.490084 1.743502 1.035 0.210 -0.310 0.067
H -17.607601 18.058462 3.153670 -0.330 0.207 -0.145 0.064
H -17.718979 19.485603 2.003497 -0.295 0.009 0.337 0.077
H -16.196842 19.010939 2.743407 0.099 0.008 0.098 0.075
H -17.812054 17.486529 0.734959 -0.199 0.121 -0.735 0.109
H -15.357551 17.677593 -0.361840 -0.500 -0.437 -1.172 0.089
H -15.186067 19.007910 0.514254 -0.386 0.725 0.558 0.110
H -15.403263 18.770968 -2.514094 -0.565 -0.663 0.064 0.067
H -15.037216 20.262938 -1.868086 0.144 0.286 1.212 0.070
H -16.496959 20.183817 -2.696391 -0.403 -0.354 -0.185 0.059
H -17.146775 16.045294 2.123259 0.085 -0.567 0.057 0.047
H -15.842844 15.886426 1.091732 -0.184 -0.416 -0.168 0.028
C -15.132176 13.848290 -4.024822 1.008 -1.375 2.317 -0.084
C -15.534974 14.994008 -4.822846 -0.609 -1.482 -1.091 -0.464
C -16.334989 15.987763 -4.015258 0.298 0.746 -1.096 -0.216
O -17.495013 15.450187 -3.416336 1.079 -0.325 0.086 -0.152
C -17.934016 16.416656 -2.504883 -0.714 -0.324 0.696 -0.104
N -14.347576 15.488203 -5.532185 -1.059 1.150 -0.094 0.059
H -16.022032 13.273845 -3.767401 0.256 -0.158 0.392 0.090
H -14.603343 14.208053 -3.142204 -0.216 -0.044 0.629 0.062
H -14.371520 13.187234 -4.440164 -0.312 -0.047 -0.712 0.091
H -16.270111 14.491223 -5.451247 -0.284 0.629 -1.074 0.138
H -16.730028 16.727036 -4.712052 0.304 0.648 -0.274 0.124
H -15.691720 16.502114 -3.301292 0.130 -0.041 0.308 0.102
H -18.180351 17.359974 -2.992311 -0.245 0.149 -0.194 0.088
H -17.176704 16.654042 -1.757741 0.173 -0.098 0.160 0.075
H -18.799486 15.985602 -2.001634 -0.090 0.283 -0.012 0.084
H -14.019935 14.805008 -6.200008 -0.018 -0.532 0.195 0.081
H -14.717562 16.205269 -6.139667 0.369 0.678 -0.213 0.071
C -24.231282 20.330797 4.678143 0.694 -0.742 -0.449 -0.066
C -23.006939 20.347120 3.711142 -1.960 1.181 -0.276 -0.372
C -22.552592 18.920405 3.400654 -0.225 1.448 0.175 -0.223
O -21.419281 19.129233 2.611500 0.463 -0.418 0.762 -0.193
C -20.751113 17.992283 2.158642 0.070 -0.082 -1.163 -0.117
N -23.358906 21.163957 2.447814 0.469 -1.281 1.276 0.034
H -24.771993 21.276535 4.714350 0.176 -0.094 0.033 0.075
H -23.940382 19.987691 5.670989 0.302 0.531 0.205 0.071
H -24.902855 19.516795 4.405213 -0.385 0.186 -0.517 0.067
H -22.210732 20.945138 4.154461 0.198 -0.406 0.120 0.129
H -23.349604 18.411221 2.858794 -0.123 -0.235 -0.312 0.126
H -22.366296 18.358497 4.315892 0.312 -0.076 0.175 0.131
H -20.016148 18.452696 1.498390 0.095 -0.730 -0.408 0.083
H -21.459719 17.331548 1.659234 -0.069 0.010 -0.687 0.080
H -20.227184 17.293410 2.810707 0.076 0.555 1.055 0.079
H -22.668139 20.875507 1.769772 0.459 0.209 -0.198 0.040
H -24.208327 20.796942 2.042979 -0.529 -0.109 0.171 0.051
C -11.950616 15.221099 -1.861553 0.880 0.752 0.573 -0.036
C -12.732146 16.570711 -1.852788 -1.129 -3.450 1.607 -0.489
C -12.210526 17.622240 -0.914782 1.737 -0.402 -0.241 -0.202
O -11.883018 17.143465 0.384700 -2.051 0.339 1.140 -0.162
C -13.024232 16.993855 1.285305 0.242 -0.266 -0.027 -0.077
N -12.887110 16.977348 -3.180004 0.139 1.744 -1.706 0.048
H -11.800259 14.813672 -0.861800 0.143 0.000 -0.035 0.075
H -10.993755 15.443458 -2.333845 0.547 0.088 0.393 0.079
H -12.294865 14.424375 -2.520967 -0.936 0.226 0.072 0.061
H -13.722261 16.309017 -1.479581 -0.516 -0.098 0.199 0.105
H -12.844811 18.506425 -0.977960 -0.141 0.146 0.437 0.116
H -11.215955 17.882877 -1.276712 0.053 0.501 -0.298 0.126
H -12.709536 16.715333 2.291035 0.669 -0.397 -0.314 0.089
H -13.746484 16.247353 0.954860 0.260 -0.238 -0.260 0.053
H -13.624169 17.869866 1.531862 0.307 0.725 -0.760 0.066
H -12.935503 16.168524 -3.782957 -0.451 -0.041 -0.256 0.041
H -12.011974 17.416396 -3.427935 0.183 0.408 -0.367 0.050
```
Forces are in eV/Å.

Properties
Total charge: +1
Frontier orbital gap (alpha / beta) (eV): 7.6 / 1.8
E_HOMO (alpha / beta) (eV): -10.280 / -10.280
2S+1: 2
Max |F| (eV/A): 3.970
Relative energy (zero: lowest compared OMol25 entry of this formula, charge and spin) (kJ/mol): 287.3
Expectation value of S²: 0.756
DFT total energy (eV): -70757.6367